# 1
C4H4CsO2 as an isolated structure at a distorted geometry. Source: the Open Molecules 2025 dataset; level of theory: ωB97M-V/def2-TZVPD.

Last column: natural (NBO) charge in e.
CARTESIAN COORDINATES (ANGSTROEM)
H 0.498 1.111 -1.818  0.154
O 0.096 1.039 2.938  -0.443
C -0.205 0.381 2.031  0.681
C -0.598 -0.328 0.988  -0.527
C 0.132 0.295 -1.173  0.397
C -1.130 0.437 -0.455  -0.488
O 0.982 -0.443 -0.598  -0.551
Cs 4.461 -2.449 -1.922  0.999
H -0.976 -1.332 1.188  0.265
H -1.911 -0.216 -0.861  0.264
H -1.349 1.505 -0.317  0.250

Properties
Energy relative to the best compared isomer or geometry (same formula, charge and spin) (kcal per mole): 27.6
Orbital gap (Ha): 0.2511
HOMO energy (eV): -10.7
Total charge: +1
Energy (Ha): -325.12736
2S+1: 1
Lowest unoccupied orbital energy (eV): -3.9


# 2
C24H37BInO8 as an isolated structure at a distorted geometry. Source: the Open Molecules 2025 dataset; level of theory: ωB97M-V/def2-TZVPD.

Last column: Löwdin charge in e.
CARTESIAN COORDINATES (ANGSTROEM)
C -3.126 1.015 9.585  -0.123
O -3.164 0.500 8.252  -0.231
C -4.477 0.063 7.899  -0.248
C -4.534 -0.404 6.373  -0.174
C -3.085 -0.724 5.843  -0.212
C -3.089 -1.583 4.480  -0.211
C -2.100 -0.875 3.478  -0.337
C -1.535 -1.841 2.339  -0.313
In -0.818 -0.576 0.615  0.703
C -1.976 -0.942 -1.296  -0.178
B -0.907 -0.895 -2.457  -0.738
O -0.455 -2.064 -3.147  0.062
O -0.397 0.411 -2.805  0.051
C 1.428 -0.749 0.232  -0.223
C 2.015 0.688 0.581  -0.476
C 2.048 0.759 2.177  -0.078
O 3.305 0.908 -0.031  -0.152
C 3.881 2.151 0.345  -0.198
C 4.432 2.971 -0.880  -0.155
C 3.948 2.848 -2.238  -0.014
C 4.552 3.732 -3.253  -0.090
C 5.576 4.710 -2.955  -0.105
C 6.083 4.813 -1.569  -0.094
C 5.495 3.950 -0.568  -0.060
H -3.807 0.476 10.296  0.085
H -2.077 0.834 9.958  0.094
H -3.359 2.113 9.562  0.091
H -4.826 -0.779 8.564  0.116
H -5.229 0.897 8.028  0.116
H -5.207 -1.297 6.257  0.106
H -5.038 0.432 5.813  0.109
H -2.531 -1.330 6.613  0.110
H -2.523 0.232 5.684  0.106
H -2.773 -2.615 4.779  0.102
H -4.154 -1.618 4.134  0.098
H -2.610 -0.002 2.983  0.077
H -1.211 -0.535 4.075  0.094
H -2.387 -2.523 2.034  0.028
H -0.742 -2.501 2.781  0.022
H -1.173 1.144 1.086  -0.047
H -2.463 -1.951 -1.295  0.025
H -2.678 -0.083 -1.436  0.030
H 0.516 -2.045 -3.249  0.094
H 0.577 0.372 -2.770  0.079
H 1.813 -1.469 1.007  0.035
H 1.676 -1.061 -0.818  0.030
H 1.256 1.413 0.157  0.104
H 1.551 1.736 2.458  0.076
H 1.423 -0.053 2.616  0.056
H 3.096 0.806 2.564  0.076
H 4.794 1.909 0.969  0.127
H 3.196 2.839 0.902  0.136
H 3.146 2.114 -2.477  0.106
H 4.188 3.680 -4.307  0.091
H 6.030 5.408 -3.690  0.085
H 6.870 5.528 -1.250  0.086
H 5.863 4.028 0.485  0.102
C -1.682 -2.092 -7.944  0.070
C -0.854 -1.984 -6.894  -0.222
C 0.588 -2.374 -6.996  -0.302
O 1.314 -2.245 -6.029  0.122
C 1.066 -2.905 -8.273  0.073
C 0.237 -3.013 -9.315  -0.235
C -1.196 -2.599 -9.221  -0.326
O -1.910 -2.700 -10.207  0.088
O 0.653 -3.502 -10.501  0.091
O -1.278 -1.525 -5.714  0.122
H -2.725 -1.812 -7.886  0.134
H 2.105 -3.200 -8.331  0.133
H -0.132 -3.474 -11.082  0.113
H -0.493 -1.544 -5.123  0.088

Properties
Orbital gap (Ha): 0.1900
HOMO energy (eV): -4.8
Total charge: -1
Energy (Ha): -1753.56925
2S+1: 1
Lowest unoccupied orbital energy (eV): 0.3


# 3
One molecule with the formula C5H7NO at a distorted geometry. Source: the Open Molecules 2025 dataset; level of theory: ωB97M-V/def2-TZVPD.

Last column: natural (NBO) charge in e.
CARTESIAN COORDINATES (ANGSTROEM)
C -1.735 0.233 0.665  -0.628
C -0.465 -0.291 0.059  -0.184
C -0.199 -1.606 -0.206  0.170
O 0.913 -1.805 -0.878  -0.415
C 1.632 -0.616 -0.792  -0.156
C 0.752 0.364 -0.334  0.162
N 1.117 1.683 -0.197  -0.799
H -2.587 0.064 -0.003  0.224
H -1.700 1.307 0.876  0.212
H -1.964 -0.272 1.611  0.224
H -0.533 -2.517 0.252  0.196
H 2.463 -0.908 -0.161  0.211
H 0.410 2.392 -0.082  0.386
H 1.886 1.948 -0.793  0.396

Properties
Energy relative to the best compared isomer or geometry (same formula, charge and spin) (kcal per mole): 55.3
Orbital gap (Ha): 0.3127
HOMO energy (eV): -7.6
Total charge: 0
SMILES: Cc1cocc1N
Energy (Ha): -324.63635
2S+1: 1
Lowest unoccupied orbital energy (eV): 0.9


# 4
C43H53N5O4Ti as an isolated structure at a distorted geometry. Source: the Open Molecules 2025 dataset; level of theory: ωB97M-V/def2-TZVPD.

Last column: Löwdin charge in e.
CARTESIAN COORDINATES (ANGSTROEM)
Ti 0.655 0.278 0.788  1.110
C -3.045 6.339 -0.562  -0.030
C -3.630 4.926 -0.733  -0.554
C -4.131 4.767 -2.169  -0.055
C -4.811 4.736 0.235  -0.028
C -2.563 3.901 -0.382  -0.121
C -1.917 3.943 0.853  0.031
C -0.966 3.003 1.171  -0.061
N -0.606 2.019 0.332  0.011
C -1.202 1.977 -0.875  -0.181
C -2.171 2.886 -1.250  0.074
C -0.677 0.938 -1.795  -0.182
C -1.244 0.629 -3.007  0.068
C -0.610 -0.271 -3.876  -0.116
C 0.588 -0.824 -3.442  0.042
C 1.077 -0.515 -2.189  -0.057
N 0.461 0.346 -1.372  0.022
C -1.212 -0.569 -5.239  -0.554
C -1.033 0.688 -6.110  -0.024
C -0.519 -1.750 -5.920  -0.052
C -2.709 -0.885 -5.093  -0.035
H -3.774 7.077 -0.900  0.097
H -2.136 6.467 -1.153  0.097
H -2.813 6.561 0.481  0.083
H -4.872 5.538 -2.376  0.097
H -4.617 3.799 -2.327  0.090
H -3.325 4.883 -2.898  0.095
H -5.588 5.468 0.009  0.098
H -4.508 4.877 1.274  0.085
H -5.246 3.738 0.134  0.094
H -2.151 4.709 1.580  0.126
H -0.465 3.012 2.127  0.101
H -2.605 2.821 -2.237  0.107
H -2.176 1.092 -3.298  0.118
H 1.139 -1.525 -4.051  0.117
H 1.982 -0.976 -1.815  0.120
H 0.025 0.927 -6.246  0.097
H -1.527 1.556 -5.667  0.086
H -1.472 0.515 -7.094  0.099
H 0.536 -1.550 -6.119  0.088
H -0.997 -1.940 -6.881  0.097
H -0.598 -2.663 -5.322  0.096
H -3.289 -0.013 -4.783  0.080
H -2.878 -1.691 -4.373  0.095
H -3.104 -1.207 -6.056  0.096
O 0.569 -3.064 -0.652  0.005
C 1.634 -3.385 0.262  -0.318
C 1.480 -2.213 1.262  -0.437
O 0.955 -2.318 2.332  0.140
O 1.906 -1.003 0.785  -0.143
C 1.350 -4.720 0.940  -0.139
C 2.340 -5.678 1.137  -0.001
C 2.033 -6.891 1.743  -0.052
C 0.737 -7.160 2.151  -0.063
C -0.260 -6.211 1.953  -0.062
C 0.047 -5.000 1.356  -0.036
C 2.986 -3.332 -0.431  -0.188
C 4.135 -3.016 0.289  -0.037
C 5.375 -3.015 -0.331  -0.057
C 5.478 -3.323 -1.682  -0.066
C 4.337 -3.638 -2.404  -0.058
C 3.095 -3.641 -1.779  -0.027
H 0.308 -3.882 -1.091  0.119
H 3.355 -5.492 0.813  0.116
H 2.812 -7.629 1.887  0.114
H 0.499 -8.109 2.617  0.113
H -1.274 -6.420 2.269  0.108
H -0.730 -4.261 1.208  0.106
H 4.067 -2.793 1.350  0.131
H 6.265 -2.783 0.242  0.112
H 6.446 -3.326 -2.167  0.112
H 4.412 -3.893 -3.454  0.112
H 2.211 -3.898 -2.353  0.117
C -0.164 2.920 5.437  -0.042
C 0.564 1.573 5.294  -0.617
C 2.012 1.700 5.794  -0.037
C -0.174 0.487 6.091  -0.041
C 0.583 1.193 3.874  -0.063
C 0.600 0.852 2.702  -0.075
H -0.204 3.203 6.491  0.096
H -1.187 2.855 5.062  0.087
H 0.363 3.708 4.895  0.089
H 2.008 1.996 6.845  0.096
H 2.555 2.457 5.227  0.087
H 2.540 0.749 5.705  0.091
H -0.156 0.738 7.153  0.096
H 0.304 -0.486 5.962  0.090
H -1.219 0.415 5.777  0.085
C -3.187 -1.690 0.953  0.049
C -1.895 -1.269 1.564  -0.456
N -1.648 -1.516 2.820  0.269
O -1.036 -0.657 0.852  -0.100
H -3.481 -2.681 1.298  0.103
H -3.096 -1.686 -0.129  0.098
H -3.965 -0.982 1.247  0.111
H -2.292 -2.049 3.380  0.152
H -0.740 -1.270 3.204  0.099
N 4.318 2.388 0.724  0.102
C 3.742 3.120 -0.294  -0.040
C 2.479 2.648 -0.412  -0.093
N 2.285 1.645 0.523  -0.053
C 3.420 1.515 1.188  -0.131
H 5.259 2.492 1.065  0.173
H 4.270 3.890 -0.830  0.130
H 1.702 2.965 -1.084  0.114
H 3.599 0.828 1.996  0.148

Properties
Energy relative to the best compared isomer or geometry (same formula, charge and spin) (kcal per mole): 0.0
Orbital gap (Ha): 0.2678
HOMO energy (eV): -13.3
Total charge: +2
Energy (Ha): -3094.25433
2S+1: 1
Lowest unoccupied orbital energy (eV): -6.1


Copy entry 1 word for word.
C4H4CsO2 as an isolated structure at a distorted geometry. Source: the Open Molecules 2025 dataset; level of theory: ωB97M-V/def2-TZVPD.

Last column: natural (NBO) charge in e.
CARTESIAN COORDINATES (ANGSTROEM)
H 0.498 1.111 -1.818  0.154
O 0.096 1.039 2.938  -0.443
C -0.205 0.381 2.031  0.681
C -0.598 -0.328 0.988  -0.527
C 0.132 0.295 -1.173  0.397
C -1.130 0.437 -0.455  -0.488
O 0.982 -0.443 -0.598  -0.551
Cs 4.461 -2.449 -1.922  0.999
H -0.976 -1.332 1.188  0.265
H -1.911 -0.216 -0.861  0.264
H -1.349 1.505 -0.317  0.250

Properties
Energy relative to the best compared isomer or geometry (same formula, charge and spin) (kcal per mole): 27.6
Orbital gap (Ha): 0.2511
HOMO energy (eV): -10.7
Total charge: +1
Energy (Ha): -325.12736
2S+1: 1
Lowest unoccupied orbital energy (eV): -3.9